# C4H6O2

An isolated molecule of C4H6O2 (ωB97M-V/def2-TZVPD, OMol25).

```
12
Properties=species:S:1:pos:R:3
O 2.23 0.66 1.10
C 1.14 0.15 1.23
C 0.46 -0.64 0.14
C 0.17 0.02 -1.18
C -0.94 -0.28 -0.22
O -1.48 0.76 0.54
H 0.59 0.21 2.19
H 0.73 -1.69 0.14
H 0.25 -0.58 -2.08
H 0.47 1.07 -1.27
H -1.64 -1.08 -0.46
H -1.95 1.36 -0.05
```

SMILES: O=C[C@@H]1C[C@@H]1O
Energy in Ha: -306.438266
F_max in eV/A: 0.56
HOMO-LUMO gap in Eh: 0.388
ΔE to the lowest compared entry with this formula, charge and spin in kJ/mol: 178.61
Charge: 0